The following is a quantum chemistry calculation of 8 unconnected molecules or ions with the total composition C43H109F3N6O15, from the Open Molecules 2025 dataset.

Bonds (Å) are listed after each position.
Positions of all 176 atoms, in Å:
1 C 3.847 -8.696 0.591  O2 1.461, O3 1.398, C4 1.548, H15 1.090
2 O 4.861 -7.734 1.014  C1 1.461, C8 1.410
3 O 2.546 -8.222 0.782  C1 1.398
4 C 4.177 -9.355 -0.771  C1 1.548, F5 1.358, F6 1.303, F7 1.307
5 F 3.177 -10.089 -1.324  C4 1.358
6 F 4.645 -8.451 -1.584  C4 1.303
7 F 5.103 -10.263 -0.609  C4 1.307
8 C 4.778 -6.463 0.408  O2 1.410, C9 1.549, H13 1.090, H14 1.090
9 C 6.141 -5.801 0.729  C8 1.549, H10 1.090, H11 1.090, H12 1.090
10 H 6.884 -6.050 -0.028  C9 1.090
11 H 6.096 -4.712 0.719  C9 1.090
12 H 6.604 -6.213 1.625  C9 1.090
13 H 3.911 -5.904 0.759  C8 1.090
14 H 4.642 -6.333 -0.666  C8 1.090
15 H 4.042 -9.548 1.242  C1 1.090
16 C 2.409 -0.089 -1.118  C17 1.583, H20 1.090, H21 1.090, H22 1.090
17 C 0.835 -0.258 -1.137  C16 1.583, C18 1.617, O19 1.392, H23 1.090
18 C 0.280 -0.901 0.239  C17 1.617, H24 1.090, H25 1.090, H26 1.090
19 O 0.141 0.878 -1.542  C17 1.392
20 H 2.894 0.005 -2.090  C16 1.090
21 H 2.868 -0.954 -0.639  C16 1.090
22 H 2.595 0.843 -0.583  C16 1.090
23 H 0.589 -1.045 -1.850  C17 1.090
24 H 0.947 -1.763 0.260  C18 1.090
25 H -0.783 -1.144 0.245  C18 1.090
26 H 0.494 -0.175 1.023  C18 1.090
27 C -6.972 -5.370 -0.291  O28 1.436, H38 1.090, H39 1.090, H40 1.090
28 O -5.646 -5.748 -0.691  C27 1.436, C29 1.527
29 C -4.468 -5.448 0.233  O28 1.527, C30 1.546, H41 1.090, H42 1.090
30 C -3.187 -6.275 -0.020  C29 1.546, N31 1.522, H43 1.090, H44 1.090
31 N -3.311 -7.763 -0.313  C30 1.522, H32 1.010, H33 1.010, C34 1.564
32 H -2.448 -8.257 -0.133  N31 1.010
33 H -3.866 -8.134 0.445  N31 1.010
34 C -3.828 -8.135 -1.741  N31 1.564, C35 1.505, H45 1.090, H46 1.090
35 C -2.669 -8.046 -2.698  C34 1.505, O36 1.455, H47 1.090, H48 1.090
36 O -2.489 -6.705 -3.236  C35 1.455, C37 1.365
37 C -1.188 -6.644 -3.646  O36 1.365, H49 1.090, H50 1.090, H51 1.090
38 H -7.166 -5.841 0.673  C27 1.090
39 H -7.518 -5.710 -1.171  C27 1.090
40 H -7.065 -4.298 -0.113  C27 1.090
41 H -4.819 -5.709 1.232  C29 1.090
42 H -4.128 -4.417 0.322  C29 1.090
43 H -2.472 -6.172 0.796  C30 1.090
44 H -2.581 -5.965 -0.872  C30 1.090
45 H -4.631 -7.450 -2.013  C34 1.090
46 H -4.154 -9.175 -1.718  C34 1.090
47 H -3.037 -8.648 -3.528  C35 1.090
48 H -1.771 -8.483 -2.262  C35 1.090
49 H -0.438 -6.786 -2.868  C37 1.090
50 H -1.154 -5.577 -3.867  C37 1.090
51 H -1.073 -7.343 -4.474  C37 1.090
52 C -3.445 8.143 2.683  O53 1.380, H63 1.090, H64 1.090, H65 1.090
53 O -3.090 6.811 2.622  C52 1.380, C54 1.359
54 C -3.102 6.314 1.357  O53 1.359, C55 1.510, H66 1.090, H67 1.090
55 C -2.699 4.860 1.402  C54 1.510, N56 1.591, H68 1.090, H69 1.090
56 N -1.183 4.959 1.874  C55 1.591, H57 1.010, H58 1.010, C59 1.534
57 H -0.854 4.171 1.334  N56 1.010
58 H -0.770 5.777 1.449  N56 1.010
59 C -0.930 4.865 3.383  N56 1.534, C60 1.587, H70 1.090, H71 1.090
60 C 0.518 4.256 3.612  C59 1.587, O61 1.453, H72 1.090, H73 1.090
61 O 0.491 3.086 4.474  C60 1.453, C62 1.435
62 C 1.758 2.698 5.024  O61 1.435, H74 1.090, H75 1.090, H76 1.090
63 H -4.430 8.327 2.253  C52 1.090
64 H -2.654 8.788 2.301  C52 1.090
65 H -3.394 8.413 3.738  C52 1.090
66 H -2.407 6.821 0.687  C54 1.090
67 H -4.114 6.473 0.985  C54 1.090
68 H -2.893 4.465 0.404  C55 1.090
69 H -3.153 4.187 2.130  C55 1.090
70 H -1.690 4.190 3.775  C59 1.090
71 H -1.103 5.829 3.861  C59 1.090
72 H 0.936 5.061 4.216  C60 1.090
73 H 0.967 3.999 2.652  C60 1.090
74 H 1.582 2.211 5.983  C62 1.090
75 H 2.422 3.540 5.219  C62 1.090
76 H 2.368 1.961 4.502  C62 1.090
77 C -0.440 4.592 -8.675  O78 1.373, H88 1.090, H89 1.090, H90 1.090
78 O 0.440 5.372 -7.967  C77 1.373, C79 1.425
79 C 0.830 4.604 -6.831  O78 1.425, C80 1.493, H91 1.090, H92 1.090
80 C 1.172 5.572 -5.747  C79 1.493, N81 1.577, H93 1.090, H94 1.090
81 N 2.182 4.994 -4.683  C80 1.577, H82 1.010, H83 1.010, C84 1.549
82 H 2.157 5.606 -3.880  N81 1.010
83 H 1.690 4.165 -4.381  N81 1.010
84 C 3.590 4.574 -5.173  N81 1.549, C85 1.559, H95 1.090, H96 1.090
85 C 4.323 5.752 -5.884  C84 1.559, O86 1.486, H97 1.090, H98 1.090
86 O 4.117 7.093 -5.276  C85 1.486, C87 1.446
87 C 4.960 8.151 -5.787  O86 1.446, H99 1.090, H100 1.090, H101 1.090
88 H -1.316 4.253 -8.122  C77 1.090
89 H 0.108 3.682 -8.920  C77 1.090
90 H -0.859 5.026 -9.582  C77 1.090
91 H 1.724 4.122 -7.226  C79 1.090
92 H 0.099 3.858 -6.522  C79 1.090
93 H 0.282 5.851 -5.182  C80 1.090
94 H 1.728 6.400 -6.185  C80 1.090
95 H 3.508 3.662 -5.763  C84 1.090
96 H 4.098 4.217 -4.277  C84 1.090
97 H 4.057 5.764 -6.941  C85 1.090
98 H 5.376 5.487 -5.788  C85 1.090
99 H 4.584 9.155 -5.586  C87 1.090
100 H 5.326 7.991 -6.801  C87 1.090
101 H 5.919 8.115 -5.272  C87 1.090
102 C -7.293 0.821 -1.016  O103 1.413, H113 1.090, H114 1.090, H115 1.090
103 O -6.370 0.854 -2.086  C102 1.413, C104 1.369
104 C -6.843 1.259 -3.306  O103 1.369, C105 1.636, H116 1.090, H117 1.090
105 C -5.649 1.021 -4.399  C104 1.636, N106 1.539, H118 1.090, H119 1.090
106 N -4.846 -0.290 -4.328  C105 1.539, H107 1.010, H108 1.010, C109 1.565
107 H -4.318 -0.519 -5.157  N106 1.010
108 H -4.144 -0.100 -3.626  N106 1.010
109 C -5.568 -1.649 -4.045  N106 1.565, C110 1.587, H120 1.090, H121 1.090
110 C -6.307 -2.054 -5.390  C109 1.587, O111 1.407, H122 1.090, H123 1.090
111 O -7.662 -1.677 -5.327  C110 1.407, C112 1.408
112 C -8.637 -2.657 -5.592  O111 1.408, H124 1.090, H125 1.090, H126 1.090
113 H -7.348 1.835 -0.621  C102 1.090
114 H -6.974 0.140 -0.227  C102 1.090
115 H -8.278 0.426 -1.265  C102 1.090
116 H -7.199 2.284 -3.402  C104 1.090
117 H -7.654 0.601 -3.618  C104 1.090
118 H -4.794 1.693 -4.319  C105 1.090
119 H -6.088 1.094 -5.394  C105 1.090
120 H -6.181 -1.588 -3.146  C109 1.090
121 H -4.580 -2.071 -3.861  C109 1.090
122 H -6.223 -3.139 -5.321  C110 1.090
123 H -5.803 -1.684 -6.282  C110 1.090
124 H -8.477 -3.484 -4.900  C112 1.090
125 H -8.610 -3.050 -6.608  C112 1.090
126 H -9.626 -2.430 -5.193  C112 1.090
127 C 8.507 3.747 -0.160  O128 1.387, H138 1.090, H139 1.090, H140 1.090
128 O 8.361 5.006 -0.724  C127 1.387, C129 1.372
129 C 7.858 5.998 0.080  O128 1.372, C130 1.513, H141 1.090, H142 1.090
130 C 8.198 7.312 -0.590  C129 1.513, N131 1.584, H143 1.090, H144 1.090
131 N 9.498 8.017 -0.021  C130 1.584, H132 1.010, H133 1.010, C134 1.535
132 H 9.438 8.897 -0.513  N131 1.010
133 H 9.379 8.183 0.968  N131 1.010
134 C 10.871 7.336 -0.102  N131 1.535, C135 1.575, H145 1.090, H146 1.090
135 C 10.999 6.524 -1.445  C134 1.575, O136 1.430, H147 1.090, H148 1.090
136 O 10.757 7.406 -2.544  C135 1.430, C137 1.459
137 C 11.539 7.020 -3.714  O136 1.459, H149 1.090, H150 1.090, H151 1.090
138 H 8.356 3.808 0.918  C127 1.090
139 H 9.438 3.314 -0.525  C127 1.090
140 H 7.710 3.064 -0.455  C127 1.090
141 H 8.230 5.925 1.102  C129 1.090
142 H 6.781 5.832 0.068  C129 1.090
143 H 7.366 7.947 -0.286  C130 1.090
144 H 8.473 7.169 -1.635  C130 1.090
145 H 11.009 6.695 0.769  C134 1.090
146 H 11.606 8.139 -0.046  C134 1.090
147 H 10.254 5.743 -1.596  C135 1.090
148 H 11.952 5.994 -1.433  C135 1.090
149 H 12.539 6.790 -3.348  C137 1.090
150 H 11.732 7.798 -4.453  C137 1.090
151 H 11.125 6.170 -4.256  C137 1.090
152 C -2.098 -7.971 11.314  O153 1.373, H163 1.090, H164 1.090, H165 1.090
153 O -3.002 -7.130 10.715  C152 1.373, C154 1.379
154 C -4.045 -6.710 11.514  O153 1.379, C155 1.505, H166 1.090, H167 1.090
155 C -5.177 -6.061 10.763  C154 1.505, N156 1.564, H168 1.090, H169 1.090
156 N -4.570 -4.866 9.956  C155 1.564, H157 1.010, H158 1.010, C159 1.534
157 H -4.436 -4.169 10.675  N156 1.010
158 H -3.713 -5.033 9.449  N156 1.010
159 C -5.584 -4.299 8.953  N156 1.534, C160 1.559, H170 1.090, H171 1.090
160 C -4.776 -3.154 8.270  C159 1.559, O161 1.384, H172 1.090, H173 1.090
161 O -3.628 -3.646 7.674  C160 1.384, C162 1.471
162 C -2.593 -2.622 7.463  O161 1.471, H174 1.090, H175 1.090, H176 1.090
163 H -2.376 -8.829 11.926  C152 1.090
164 H -1.424 -7.313 11.862  C152 1.090
165 H -1.527 -8.240 10.425  C152 1.090
166 H -3.779 -6.072 12.356  C154 1.090
167 H -4.451 -7.692 11.756  C154 1.090
168 H -5.883 -5.785 11.546  C155 1.090
169 H -5.617 -6.756 10.049  C155 1.090
170 H -6.412 -3.919 9.551  C159 1.090
171 H -5.849 -4.991 8.155  C159 1.090
172 H -4.425 -2.323 8.881  C160 1.090
173 H -5.516 -2.845 7.531  C160 1.090
174 H -3.050 -1.710 7.077  C162 1.090
175 H -1.707 -2.774 6.846  C162 1.090
176 H -2.299 -2.284 8.456  C162 1.090

Results
- multiplicity = 1
- charge = +4
- M (g/mol) = 1007.37
- energy above the lowest of the compared OMol25 structures with the same formula, charge and spin (kcal per mole) = 0.0
- HOMO level (eV) = -8.99
- gap between HOMO and LUMO (eV) = 2.17